Entry 1:
22
Properties=species:S:1:pos:R:3:forces:R:3:nbo_charge:R:1 method="wB97M-V/def2-TZVPD" homo_energy_ev=-4.6 energy_ha=-441.26380 charge=-1 spin_multiplicity=1 e_lumo_ev=3.38 de_lowest_ev=1.4966
C 2.627 -0.576 0.686 -0.363 -0.807 -1.576 -0.42
N 1.342 0.105 0.536 0.637 -0.441 1.538 -0.44
C 1.451 1.426 1.139 -0.580 0.775 -1.400 -0.42
C 0.270 -0.699 1.150 -1.455 -0.648 -2.024 -0.27
C -0.929 -0.891 0.127 -0.019 0.207 1.492 -0.05
O -2.044 -0.146 0.540 -0.090 0.327 -0.132 -0.82
H 2.588 -1.588 0.247 -0.423 0.181 0.224 0.19
H 2.931 -0.726 1.722 0.409 0.411 0.259 0.16
H 3.356 -0.116 0.010 0.254 0.445 0.725 0.19
H 0.455 1.880 1.160 0.033 -0.236 0.486 0.22
H 1.966 2.093 0.432 0.360 -0.212 0.231 0.19
H 1.961 1.476 2.106 -0.121 -0.158 0.241 0.15
H 0.593 -1.731 1.346 0.393 0.448 0.313 0.17
H -0.270 -0.284 1.999 0.614 0.285 0.427 0.20
H -1.206 -1.943 0.240 0.058 -0.360 -0.595 0.12
H -0.592 -0.626 -0.874 -0.064 -0.161 -0.150 0.18
H -2.288 -1.139 -3.221 -0.048 0.089 -0.203 0.43
H -2.472 0.345 -2.643 -0.228 -0.034 -1.071 0.50
O -2.503 -0.260 -3.558 0.314 -0.151 0.708 -1.07
H -2.451 0.360 -0.272 0.425 -0.109 -0.088 0.52
H -2.107 1.885 -1.307 0.064 -0.054 -0.355 0.43
O -2.678 1.154 -1.565 -0.170 0.202 0.950 -1.18

=====

Entry 2:
53
Properties=species:S:1:pos:R:3:forces:R:3:nbo_charge:R:1 method="wB97M-V/def2-TZVPD" homo_energy_ev=-10.9 energy_ha=-3341.69200 charge=+1 spin_multiplicity=1 e_lumo_ev=-5.84 de_lowest_ev=0.0000
Pt 0.722 0.085 -0.720 -0.020 0.112 -0.061 0.91
S 1.129 2.234 -0.186 -0.003 -0.032 -0.022 0.12
C -0.490 2.623 -0.717 0.002 0.016 -0.003 -0.25
S -1.160 1.182 -1.432 0.003 0.007 0.010 0.09
C -1.095 3.821 -0.572 -0.001 -0.106 0.090 -0.31
C -2.425 4.030 -1.050 0.029 0.105 -0.036 0.25
N -3.489 4.191 -1.455 -0.016 -0.059 0.021 -0.22
C -0.399 4.879 0.093 -0.036 0.127 -0.166 0.25
N 0.193 5.718 0.611 0.021 -0.071 0.094 -0.24
C 2.551 1.049 3.595 -0.006 -0.017 -0.023 -0.42
N 1.217 0.796 3.035 0.004 0.010 -0.046 -0.38
C 0.340 1.969 3.121 -0.007 -0.005 0.045 -0.41
C 0.858 -0.346 2.458 0.002 0.003 0.005 0.40
S -0.431 -0.322 1.211 0.036 -0.086 0.014 0.13
N 1.322 -1.524 2.844 -0.054 -0.003 0.016 -0.35
C 1.178 -2.765 2.081 0.018 -0.007 -0.007 -0.42
C 1.963 -1.745 4.143 0.007 0.031 -0.011 -0.42
H 2.896 1.992 3.172 0.001 -0.003 -0.001 0.24
H 3.250 0.282 3.292 0.009 -0.036 -0.004 0.24
H 2.508 1.141 4.680 0.001 -0.013 0.004 0.21
H 0.375 2.322 4.152 -0.015 -0.004 0.009 0.22
H -0.683 1.714 2.871 0.008 0.005 -0.025 0.23
H 0.695 2.761 2.466 0.017 -0.001 0.016 0.23
H 0.746 -2.578 1.107 -0.011 0.005 -0.003 0.23
H 0.529 -3.444 2.634 0.003 0.000 0.003 0.22
H 2.168 -3.206 1.969 -0.008 0.008 -0.003 0.24
H 1.677 -0.969 4.845 0.005 0.029 0.002 0.22
H 3.046 -1.791 4.040 0.004 0.006 -0.007 0.24
H 1.607 -2.703 4.518 -0.003 0.004 0.002 0.23
N 8.069 -1.067 -3.766 -0.023 -0.016 -0.024 -0.77
C 7.121 -0.993 -2.797 0.007 0.008 0.011 0.23
C 6.942 -2.047 -1.887 0.001 -0.003 0.001 -0.27
C 5.972 -1.972 -0.912 0.004 0.003 0.000 -0.17
C 5.162 -0.843 -0.827 -0.008 -0.031 0.000 -0.40
C 5.329 0.217 -1.720 -0.001 0.004 -0.006 -0.15
C 6.295 0.143 -2.694 -0.002 -0.001 0.002 -0.27
S 3.922 -0.746 0.378 -0.035 0.046 0.007 2.34
O 3.798 0.598 0.872 -0.005 -0.011 0.036 -0.96
O 4.090 -1.836 1.306 0.033 0.006 0.034 -0.96
N 2.506 -0.970 -0.415 0.050 0.004 -0.077 -0.98
C 2.065 -2.102 -1.015 -0.021 -0.013 0.054 0.22
S 2.718 -3.654 -1.300 0.003 0.000 -0.019 0.48
C 1.206 -4.123 -2.022 0.004 -0.001 -0.008 -0.44
C 0.319 -3.109 -2.005 0.010 0.019 -0.036 -0.02
N 0.815 -1.959 -1.433 -0.024 -0.045 0.089 -0.60
H 8.716 -1.833 -3.792 0.009 0.005 0.007 0.40
H 8.256 -0.282 -4.361 0.008 0.006 0.007 0.40
H 7.579 -2.920 -1.949 0.000 0.000 0.000 0.22
H 5.849 -2.776 -0.199 -0.001 -0.001 0.000 0.24
H 4.711 1.102 -1.634 0.000 -0.002 0.001 0.24
H 6.435 0.967 -3.382 0.000 0.000 0.000 0.22
H 1.077 -5.113 -2.424 0.000 -0.001 0.002 0.27
H -0.685 -3.132 -2.395 -0.002 -0.002 0.006 0.24

=====

Entry 3:
13
Properties=species:S:1:pos:R:3:forces:R:3:nbo_charge:R:1 method="wB97M-V/def2-TZVPD" homo_energy_ev="-13.5 / -15.8" energy_ha=-286.45139 charge=+1 spin_multiplicity=3 e_lumo_ev="-5.31 / -7.60" de_lowest_ev=1.1005 s_squared=2.04
C 1.160 -0.659 0.229 -2.387 1.575 -1.291 0.04
C -0.017 -1.372 0.025 2.326 -0.863 0.129 -0.34
C -0.079 1.063 -0.335 -2.480 -0.227 -1.905 0.25
C -2.100 0.053 0.138 2.695 1.077 -0.833 0.03
C 1.290 0.909 0.093 -1.941 -1.830 -0.709 -0.52
C -1.264 -0.897 -0.328 -1.078 -4.100 -0.451 0.23
N -1.141 0.917 0.430 1.113 3.371 0.015 -0.28
H 2.107 -0.916 0.518 1.905 -2.104 0.745 0.24
H 0.018 -2.465 0.141 0.183 0.354 -0.011 0.29
H -0.299 0.829 -1.474 0.554 1.061 2.029 0.24
H -3.117 0.218 0.058 -1.949 0.265 0.414 0.26
H 1.369 1.144 1.102 0.870 1.110 1.837 0.28
H 2.074 1.177 -0.596 0.188 0.310 0.032 0.29